A molecular structure, C11H21N2Si in a non-equilibrium geometry, computed with ωB97M-V/def2-TZVPD.

CARTESIAN COORDINATES (ANGSTROEM)
H: -1.41 0.06 2.39
H: -0.59 -1.96 -1.39
H: 0.37 2.98 -0.39
C: 1.55 -3.17 0.95
H: 2.00 2.71 -0.34
N: 0.81 -2.07 0.33
C: -1.06 1.16 -2.92
H: 0.98 -4.04 1.14
C: -0.88 0.99 -0.45
H: 1.99 0.23 2.42
C: -0.29 1.05 -1.75
H: -0.53 -3.46 -0.57
H: 1.59 -1.52 -0.02
C: -0.04 0.75 0.66
C: -3.00 1.49 -1.51
H: 2.16 -2.91 1.92
C: 0.07 -2.66 -0.76
H: -2.54 1.01 0.64
C: -2.25 1.10 -0.38
H: 0.71 -2.95 -1.48
Si: -0.55 -0.83 1.69
H: 0.80 1.06 -1.92
H: 0.54 -1.25 2.75
H: -1.55 -1.93 1.37
H: -4.12 1.73 -1.52
N: 1.02 1.47 0.87
H: 2.74 1.51 2.11
H: 1.17 3.74 0.88
C: 1.77 1.25 2.13
H: 1.33 1.64 2.94
C: 1.12 2.81 0.28
H: -0.83 1.02 -3.94
H: 2.25 -3.74 0.32
H: -2.91 1.40 -3.68
C: -2.43 1.33 -2.79

Values from the calculation:
HOMO, eV: -12.6
Spin multiplicity: 1
Total charge: +1

These are the Löwdin partial charges, in e, on atoms 1 to 2: H -0.07; H 0.12

=====

A single C11H21N3O2 molecule in a non-equilibrium geometry, computed with ωB97M-V/def2-TZVPD.

CARTESIAN COORDINATES (ANGSTROEM)
C: 0.88 1.11 -3.66
C: 0.67 -2.72 0.18
C: -0.31 2.86 1.59
H: 1.85 0.57 2.02
H: -3.28 -1.44 1.20
C: -2.54 -0.62 1.29
C: 1.81 0.89 1.00
O: 0.58 0.32 -4.57
H: 0.24 -3.63 2.01
H: 0.87 3.07 -3.40
H: -2.81 -0.08 2.21
H: 2.63 0.44 0.47
N: 0.32 -0.29 -1.74
H: -0.67 -4.15 0.80
H: -1.37 1.78 0.11
H: -1.25 -2.01 -0.61
H: 1.62 -2.22 0.46
C: -0.52 -1.70 0.09
H: 0.65 1.72 -1.72
O: -0.28 -0.16 1.86
H: 0.73 3.17 1.83
C: -0.32 1.89 0.43
H: -0.87 3.71 1.33
C: 0.30 -3.93 0.99
H: 1.06 -4.78 1.05
H: 0.06 2.40 -0.40
C: -1.09 -1.24 1.47
H: -0.65 2.36 2.51
H: 0.75 -3.02 -0.92
H: 1.99 1.91 0.82
N: 0.64 0.89 -2.29
H: -1.18 -2.02 2.15
H: 0.76 2.48 -5.11
H: -2.68 0.03 0.45
N: 1.04 2.32 -4.15
C: 0.05 -0.41 -0.42
C: 0.32 0.54 0.68

Values from the calculation:
HOMO, eV: -8.5
Spin multiplicity: 1
Total charge: 0
SMILES: CC[C@@H]1/C(=N/NC(N)=O)[C@@](C)(CC)O[C@H]1C

These are the Löwdin partial charges, in e, on atoms 1 to 2: C -0.58; C -0.19

=====

2 unconnected molecules or ions with the total composition C11H21N3OP in a non-equilibrium geometry, computed with ωB97M-V/def2-TZVPD.

CARTESIAN COORDINATES (ANGSTROEM)
H: 1.92 -1.31 -1.17
C: 1.38 1.14 -0.48
H: -6.99 0.92 -0.10
H: -0.64 0.27 0.91
H: 7.66 0.94 0.83
H: -5.99 2.08 -1.00
H: 2.95 0.29 0.52
C: -2.71 -0.10 -0.90
H: -5.90 -1.11 0.81
H: 8.03 -1.25 1.61
C: -4.99 -0.81 0.31
C: -3.99 -1.72 0.21
H: -1.98 -2.05 -0.50
C: 1.69 -1.22 -0.10
H: 1.66 1.06 -1.54
H: 1.72 2.11 -0.10
C: 6.14 -0.46 1.18
C: -3.73 0.81 -0.81
C: -6.03 1.44 -0.12
P: -0.43 1.09 -0.20
H: 6.68 -2.30 1.85
O: 4.94 -0.68 1.16
H: 6.04 1.46 0.52
H: -5.96 2.09 0.75
H: -4.07 -2.72 0.61
N: 1.96 0.13 0.38
H: -1.56 1.02 -2.36
H: -0.97 2.35 0.08
C: -2.82 -1.37 -0.40
H: -3.57 1.79 -1.23
H: 2.35 -1.91 0.43
C: -1.40 0.32 -1.54
C: -4.91 0.45 -0.20
H: -0.86 -0.55 -1.90
N: 7.04 -1.40 1.58
H: 0.66 -1.53 0.09
N: 6.68 0.74 0.82

Values from the calculation:
HOMO, eV: -12.3
Spin multiplicity: 1
Total charge: +1

These are the Löwdin partial charges, in e, on atoms 1 to 2: H 0.09; C -0.37